Density functional theory data (the ωB97M-V functional and the def2-TZVPD basis) for 12 unconnected molecules or ions with the total composition C36H98N2O14.

The HOMO-LUMO gap (alpha / beta) comes out at 8.2 / 2.5 eV. The expectation value of S² is 0.76. Its LUMO energy (alpha / beta) is -2.504 / -8.217 eV. The charge is +1. The multiplicity is 2. Its highest occupied orbital energy (alpha / beta) is -10.73 / -10.73 eV.

Cartesian coordinates (Å):
C 6.1393 -0.1451 1.7357
O 5.1657 -0.5813 2.5719
H 6.2972 -0.8838 0.9498
H 5.9630 0.7842 1.1941
H 7.1139 -0.0686 2.2177
H 5.5514 -1.4024 2.8859
C 9.1334 -1.4701 -2.1491
O 7.8471 -1.0086 -1.7652
H 9.8802 -0.6776 -2.1957
H 9.4382 -2.1438 -1.3482
H 9.0630 -2.1013 -3.0349
H 8.0021 -0.4186 -1.0239
C 1.4567 -2.1177 -2.3873
O 0.1129 -1.6150 -2.6302
H 2.0063 -1.8910 -3.3009
H 1.9414 -1.4902 -1.6393
H 1.5770 -3.1762 -2.1570
H 0.0395 -0.7723 -2.1762
C -3.8730 0.9004 2.7625
O -5.1489 0.1829 2.5869
C -5.5388 -0.8027 3.6477
C -5.4167 -0.1179 5.0587
N -4.1201 -0.0199 5.7402
C -3.4371 -1.2640 5.8895
C -4.2999 -2.2559 6.7476
O -3.5379 -3.3958 7.1074
C -4.2912 -4.2522 7.9295
H -3.0705 0.1643 2.7138
H -3.9016 1.6948 3.5083
H -3.8457 1.5784 1.9095
H -4.9110 -1.6914 3.5824
H -6.5461 -1.1273 3.3868
H -6.1155 -0.5662 5.7650
H -5.7002 0.9072 4.8199
H -3.4763 0.5451 5.2050
H -2.4235 -1.1144 6.2614
H -3.2422 -1.7511 4.9341
H -5.1674 -2.5918 6.1795
H -4.6761 -1.7340 7.6275
H -3.8501 -5.2481 7.8877
H -5.3218 -4.3736 7.5961
H -4.3558 -3.8061 8.9219
C 5.2569 0.7104 -1.8505
O 3.8534 0.9628 -2.1374
C 3.3100 1.4378 -0.8506
C 2.0882 2.3783 -1.1768
N 0.8233 1.6175 -1.1310
C 0.1138 1.4359 0.1839
C -1.1633 0.5945 -0.0248
O -2.0155 1.2514 -0.9370
C -3.1105 0.4376 -1.3741
H 5.4378 -0.0945 -1.1382
H 5.7481 1.6235 -1.5142
H 5.7384 0.3328 -2.7525
H 3.9639 1.9814 -0.1687
H 2.9402 0.6406 -0.2058
H 2.3133 2.6729 -2.2018
H 2.0020 3.3139 -0.6243
H 0.1489 1.9925 -1.7826
H -0.1115 2.2767 0.8399
H 0.7491 0.7733 0.7717
H -1.5835 0.2447 0.9182
H -0.8172 -0.3115 -0.5222
H -3.7433 0.0093 -0.5968
H -2.8506 -0.3464 -2.0853
H -3.7401 1.2064 -1.8220
C -1.9110 4.6809 3.7770
C -1.0779 3.4892 3.3975
C 0.4389 3.7161 3.4411
O -1.4087 2.3065 4.1170
H -2.9538 4.6852 3.4600
H -1.5747 5.5282 3.1794
H -1.8472 4.9402 4.8338
H -1.3615 3.3979 2.3490
H 1.0539 3.7246 4.3410
H 0.6260 4.7116 3.0386
H 1.0353 2.9807 2.9011
H -1.4725 2.6449 5.0131
C -1.7900 -2.8848 1.3206
C -2.6402 -3.8681 0.4769
C -3.4425 -3.2502 -0.6959
O -1.8500 -4.9044 -0.0895
H -0.9928 -2.5352 0.6647
H -1.3790 -3.3892 2.1951
H -2.2421 -1.9912 1.7510
H -3.3610 -4.2166 1.2166
H -3.9251 -4.0087 -1.3123
H -2.8309 -2.6186 -1.3402
H -4.2210 -2.6249 -0.2589
H -1.4881 -4.5190 -0.8908
C 1.3827 6.4462 -1.9497
C -0.1637 6.3981 -2.3852
C -0.9020 5.0748 -1.8072
O -0.9546 7.4390 -1.7580
H 2.0420 7.0055 -2.6135
H 1.8351 5.4595 -2.0495
H 1.5387 6.5666 -0.8777
H -0.1910 6.5341 -3.4663
H -0.4244 4.1276 -2.0577
H -1.9359 4.9483 -2.1283
H -0.8804 5.1435 -0.7196
H -1.5287 7.1073 -1.0637
C 9.7555 2.6432 1.1570
C 8.9788 1.8188 0.1676
C 9.1329 2.3903 -1.2554
O 9.3348 0.4358 0.3642
H 9.4000 3.6712 1.0864
H 10.8107 2.6955 0.8888
H 9.4694 2.3215 2.1583
H 7.9110 1.8742 0.3796
H 8.6210 1.7673 -1.9888
H 10.1642 2.4166 -1.6073
H 8.9344 3.4599 -1.3241
H 10.1946 0.5003 0.7862
C -2.7262 -1.3045 -5.1956
C -3.9906 -1.9033 -5.9381
C -5.2997 -1.1308 -5.5967
O -3.8320 -1.8032 -7.3578
H -1.7752 -1.7276 -5.5193
H -2.7582 -1.3729 -4.1083
H -2.6973 -0.2263 -5.3529
H -4.0033 -2.9695 -5.7117
H -4.9463 -0.1043 -5.4994
H -5.7795 -1.5344 -4.7050
H -6.0742 -1.3565 -6.3297
H -4.5786 -2.2186 -7.7956
C -6.9864 -3.2842 0.6842
C -7.5196 -1.8859 0.2949
C -8.6312 -1.2991 1.1409
O -6.3829 -0.9899 0.3678
H -6.5934 -3.4891 1.6801
H -6.1370 -3.6533 0.1093
H -7.8265 -3.9513 0.4911
H -7.8570 -1.8804 -0.7415
H -9.4598 -1.9714 0.9182
H -8.9135 -0.2490 1.0651
H -8.3304 -1.4241 2.1811
H -5.8848 -1.2270 1.1534
C 3.0559 -3.8721 -4.8130
C 4.3822 -3.1459 -5.1799
C 4.7878 -2.0738 -4.1263
O 5.4044 -4.1180 -5.2668
H 3.0680 -4.7765 -5.4213
H 2.1804 -3.2540 -5.0120
H 3.2072 -4.2754 -3.8117
H 4.3804 -2.6662 -6.1587
H 4.9943 -2.4599 -3.1281
H 3.9889 -1.3410 -4.0125
H 5.5747 -1.3995 -4.4643
H 6.2372 -3.7251 -4.9952

Here are the Mulliken charges for atoms 1 to 99, given in e:
1. C -0.398
2. O -0.529
3. H 0.242
4. H -0.004
5. H 0.385
6. H 0.341
7. C -0.631
8. O -0.312
9. H 0.224
10. H 0.291
11. H 0.236
12. H 0.179
13. C -0.092
14. O -0.512
15. H -0.123
16. H 0.053
17. H 0.367
18. H 0.185
19. C -1.136
20. O -0.309
21. C 0.539
22. C -1.353
23. N 0.190
24. C -0.213
25. C -0.669
26. O -0.342
27. C -0.755
28. H 0.346
29. H 0.513
30. H 0.431
31. H 0.292
32. H -0.076
33. H 0.483
34. H 0.565
35. H 0.154
36. H 0.606
37. H 0.095
38. H 0.325
39. H 0.390
40. H 0.270
41. H 0.330
42. H 0.317
43. C -0.824
44. O -0.369
45. C -0.284
46. C -0.958
47. N 0.085
48. C -0.897
49. C 1.672
50. O -0.382
51. C -0.101
52. H 0.224
53. H 0.509
54. H 0.275
55. H 0.258
56. H 0.187
57. H 0.401
58. H 0.451
59. H 0.297
60. H 0.052
61. H 0.395
62. H -0.454
63. H -0.823
64. H 0.114
65. H -0.267
66. H 0.340
67. C -1.598
68. C 1.120
69. C -1.324
70. O -0.433
71. H 0.347
72. H 0.409
73. H 0.435
74. H -0.229
75. H 0.386
76. H 0.354
77. H 0.263
78. H 0.344
79. C -0.270
80. C 0.345
81. C -0.294
82. O -0.569
83. H -0.019
84. H 0.425
85. H -0.386
86. H 0.269
87. H 0.355
88. H 0.261
89. H -0.445
90. H 0.370
91. C -0.972
92. C 0.556
93. C -1.097
94. O -0.563
95. H 0.347
96. H 0.101
97. H 0.308
98. H 0.290
99. H 0.106


Density functional theory data (the ωB97M-V functional and the def2-TZVPD basis) for 11 unconnected molecules or ions with the total composition C36H98N3O31P7.

The HOMO-LUMO gap comes out at 9.7 eV. Its LUMO energy is 0.266 eV. Its SMILES is COP(=O)(OC)OC.COP(=O)(OC)OC.COP(=O)(OC)OC.COP(=O)(OC)OC.COP(=O)(OC)OC.COP(=O)(OC)OC.COP(=O)(OC)OC.CNC(C)=O.CNC(C)=O.CNC(C)=O.CCCCCC. The multiplicity is 1. Its highest occupied orbital energy is -9.39 eV.

Cartesian coordinates (Å):
C -2.7964 -3.8867 0.6820
O -2.7983 -4.9147 1.6825
P -1.4627 -5.2829 2.6618
O -0.1698 -5.6253 1.9757
O -1.4144 -4.0120 3.5571
C -0.2906 -3.9192 4.5116
O -2.0445 -6.5417 3.4825
C -1.8200 -7.8304 3.0184
H -2.4970 -4.2261 -0.3096
H -2.0470 -3.1395 0.9431
H -3.6544 -3.2227 0.5761
H -0.1917 -2.8894 4.8549
H 0.6450 -4.0352 3.9645
H -0.4850 -4.5581 5.3731
H -1.6506 -8.4549 3.8955
H -0.9907 -8.0885 2.3597
H -2.6298 -8.2197 2.4013
C -4.6854 -2.2452 -2.8833
O -6.1302 -2.1463 -2.8894
P -7.0594 -2.6059 -1.6303
O -8.4605 -2.9443 -1.9397
O -6.8400 -1.4569 -0.4894
C -7.2943 -1.6472 0.8626
O -6.2736 -3.8969 -1.0257
C -6.7973 -5.2018 -1.0450
H -4.2622 -1.3260 -3.2883
H -4.3966 -3.0820 -3.5193
H -4.2124 -2.2462 -1.9013
H -7.6294 -0.7005 1.2864
H -6.4581 -2.0506 1.4337
H -8.0570 -2.4162 0.9848
H -6.7017 -5.6581 -0.0598
H -6.3121 -6.0513 -1.5257
H -7.8560 -5.1876 -1.3041
C 3.6275 4.4599 5.3934
O 3.0628 3.1350 5.1420
P 1.9103 3.0443 3.9521
O 0.7157 3.9113 4.1587
O 1.6291 1.4269 3.9371
C 1.0155 0.8577 5.0848
O 2.7317 3.2286 2.6178
C 4.0290 2.7035 2.3591
H 2.8593 5.2327 5.4189
H 4.3484 4.8598 4.6803
H 3.9809 4.4867 6.4242
H 1.8662 0.2991 5.4751
H 0.1914 0.2905 4.6519
H 0.4852 1.5384 5.7508
H 4.5925 3.4953 1.8655
H 3.7670 2.0529 1.5247
H 4.5283 2.0894 3.1085
C 9.3719 1.3732 -0.8625
O 8.1860 0.7482 -1.0525
P 6.7394 1.5250 -0.6643
O 6.4317 1.3714 0.8270
O 6.7987 3.0857 -1.3096
C 6.3256 4.1957 -0.5934
O 5.6591 0.8269 -1.6389
C 5.2926 -0.5544 -1.5901
H 9.4337 2.4261 -1.1379
H 9.9950 0.9308 -1.6397
H 9.8966 1.1513 0.0667
H 7.1237 4.8642 -0.9163
H 6.1684 3.8848 0.4394
H 5.3843 4.5732 -0.9928
H 5.6359 -1.1044 -2.4664
H 4.2568 -0.8931 -1.5665
H 5.7916 -0.8910 -0.6814
C 0.3903 -0.9818 2.1390
O -0.2723 -1.6866 1.1230
P -0.3118 -1.2490 -0.4219
O -1.1486 -2.0851 -1.2297
O -0.7192 0.3441 -0.3626
C -2.0971 0.6351 -0.4831
O 1.2410 -1.1977 -1.0198
C 1.6570 -1.5152 -2.3084
H -0.3880 -0.6602 2.8310
H 0.9406 -0.1438 1.7113
H 0.9503 -1.7096 2.7263
H -2.5151 0.5523 0.5202
H -2.5950 0.0244 -1.2363
H -2.1305 1.6473 -0.8860
H 2.5255 -2.1658 -2.4112
H 2.1703 -0.5998 -2.6029
H 1.0446 -1.6372 -3.2018
C -0.9654 -0.0222 -4.7773
O -1.5704 0.9401 -5.6726
P -2.0662 0.5140 -7.1873
O -2.8001 -0.7702 -7.2806
O -0.6083 0.5168 -7.9519
C 0.2183 1.6731 -7.9651
O -2.9001 1.7572 -7.8208
C -3.2028 1.7267 -9.1497
H -1.1441 -1.0849 -4.9417
H -1.3168 0.1863 -3.7668
H 0.1171 0.0926 -4.7220
H 0.6801 1.6612 -8.9523
H 0.9728 1.5384 -7.1901
H -0.2992 2.6024 -7.7272
H -4.2300 1.4375 -9.3718
H -2.6887 1.0161 -9.7969
H -3.1201 2.7389 -9.5457
C 7.6285 -4.8161 1.7600
O 6.6158 -3.8353 1.9760
P 5.0827 -4.1349 2.2608
O 4.7672 -4.8272 3.5938
O 4.3067 -2.6710 2.1301
C 4.2067 -1.7325 3.2399
O 4.6588 -4.9929 0.9379
C 3.3935 -4.8459 0.4597
H 7.1168 -5.4994 1.0822
H 8.1476 -5.2364 2.6215
H 8.3997 -4.3121 1.1776
H 3.2892 -1.1448 3.2723
H 5.0257 -1.0474 3.4588
H 4.1879 -2.2261 4.2116
H 2.7406 -4.3205 1.1567
H 2.8734 -5.7937 0.5984
H 3.4869 -4.5070 -0.5721
C -5.7938 1.1945 -1.5835
N -5.0717 2.4000 -1.9864
C -4.2489 2.3581 -3.0899
C -3.6198 3.6381 -3.4625
O -4.2238 1.3781 -3.8189
H -6.0214 0.4810 -2.3755
H -6.7255 1.3827 -1.0499
H -5.0936 0.6265 -0.9710
H -5.3643 3.2817 -1.5900
H -2.5820 3.6809 -3.7929
H -3.6457 4.4168 -2.7003
H -4.2692 3.9498 -4.2806
C -2.3903 3.1552 6.2893
N -1.9421 3.4295 4.9184
C -2.8338 3.4923 3.8995
C -2.2297 3.8532 2.5646
O -4.0333 3.2569 3.8981
H -1.8737 2.3043 6.7333
H -3.4661 3.0377 6.4195
H -2.1080 4.0057 6.9099
H -0.9681 3.6422 4.7563
H -1.3801 4.4816 2.8316
H -2.8725 4.4328 1.9020
H -1.8139 2.9911 2.0432
C -4.8325 0.5288 1.9325
N -4.2236 0.3866 3.2610
C -3.3850 -0.6108 3.6212
C -2.6526 -0.4883 4.9282
O -3.0945 -1.5370 2.8805
H -5.9063 0.6171 2.0979
H -4.5460 -0.3018 1.2875
H -4.4487 1.4526 1.4996
H -4.4028 1.1241 3.9273
H -1.7759 -1.1084 5.1154
H -3.2934 -0.9483 5.6804
H -2.4943 0.5545 5.2032
C 4.1778 2.6443 -4.7111
C 2.8498 2.0840 -4.1278
C 2.1381 2.9389 -3.0738
C 1.8080 2.1388 -1.7394
C 1.3840 2.9281 -0.5691
C 0.1114 3.8590 -0.8099
H 4.0121 3.6447 -5.1110
H 4.5427 2.0870 -5.5739
H 4.9341 2.6926 -3.9277
H 2.2528 2.0600 -5.0395
H 3.0277 1.0509 -3.8294
H 1.2109 3.3785 -3.4415
H 2.7626 3.7922 -2.8093
H 1.0590 1.4178 -2.0666
H 2.6569 1.5340 -1.4204
H 1.2230 2.3411 0.3351
H 2.2823 3.4862 -0.3049
H -0.6107 3.3430 -1.4426
H -0.3814 4.1402 0.1208
H 0.3320 4.8308 -1.2516

Here are the Mulliken charges for atoms 1 to 99, given in e:
1. C 0.684
2. O -0.353
3. P 0.917
4. O -0.689
5. O 0.172
6. C -0.817
7. O -0.357
8. C -0.826
9. H 0.298
10. H -0.651
11. H 0.076
12. H 0.081
13. H 0.422
14. H 0.311
15. H 0.277
16. H 0.311
17. H 0.294
18. C -0.068
19. O -0.415
20. P 0.759
21. O -0.798
22. O 0.184
23. C -0.837
24. O -0.097
25. C -0.826
26. H 0.036
27. H 0.336
28. H -0.007
29. H 0.314
30. H 0.242
31. H 0.361
32. H 0.274
33. H 0.315
34. H 0.334
35. C -0.826
36. O -0.394
37. P 0.447
38. O -0.966
39. O 0.651
40. C -0.395
41. O -0.057
42. C -0.672
43. H 0.320
44. H 0.261
45. H 0.322
46. H 0.300
47. H -0.248
48. H 0.315
49. H 0.250
50. H 0.203
51. H 0.457
52. C -0.775
53. O -0.341
54. P 0.966
55. O -0.598
56. O -0.314
57. C -0.524
58. O -0.114
59. C -0.447
60. H 0.322
61. H 0.285
62. H 0.277
63. H 0.285
64. H 0.274
65. H 0.147
66. H 0.306
67. H -0.082
68. H 0.348
69. C -0.255
70. O -0.573
71. P 0.108
72. O -0.850
73. O 0.391
74. C -0.328
75. O 0.636
76. C -0.515
77. H -0.327
78. H 0.681
79. H -0.031
80. H -0.026
81. H 0.033
82. H 0.088
83. H 0.340
84. H -0.236
85. H 0.234
86. C -0.822
87. O 0.054
88. P 0.840
89. O -0.702
90. O -0.386
91. C -0.516
92. O -0.248
93. C -0.840
94. H 0.506
95. H 0.245
96. H 0.204
97. H 0.299
98. H 0.059
99. H 0.308


no.,maximum force (Eh/bohr),DFT total energy (eV)
1,0.08341,-70548.80542
2,0.10362,-171897.18536